# 1
DFT (ωB97M-V/def2-TZVPD) results for C25H32BBrN6O2Re as an isolated structure.

Summary:
Kohn-Sham gap (alpha / beta) = 4.955 / 5.333 eV
Charge = +2
E_HOMO (alpha / beta) = -0.507 / -0.507 Ha
LUMO energy (alpha / beta) = -0.3250 / -0.3110 Eh
Expectation value of S² = 0.7652
M = 725.494 g mol⁻¹
Multiplicity = 2

Last column: Mulliken spin population.
Cartesian coordinates (Å):
H  -4.5330  -3.2991  0.3100  0.0000
C  0.9426  -0.0633  6.0902  0.0001
H  -2.7035  -2.7608  1.8287  0.0000
H  -1.0114  1.8236  -5.1487  0.0006
H  2.5318  -1.4692  6.3562  0.0000
C  -1.7996  -3.3572  -2.7006  -0.0003
H  -1.0491  -2.5080  1.2913  -0.0033
Br  -1.1744  1.8059  5.7537  0.0000
H  -0.7305  1.8128  0.6565  -0.0087
H  0.9367  0.2589  7.1214  0.0000
C  4.5740  0.5509  0.6338  -0.0006
H  -1.9293  4.8779  -1.1664  -0.0001
O  1.5559  -2.2799  1.5967  0.0076
Re  -0.3066  -0.0716  -0.5385  0.9546
N  1.5476  -0.2580  -2.8280  0.0077
C  -1.8397  2.7507  -3.2763  -0.0028
N  -0.5426  -1.5686  -3.0205  0.0073
H  -2.3419  -4.2684  -2.8774  0.0003
C  -2.1940  2.7792  -0.6652  -0.0160
H  4.9970  -0.4276  0.4118  0.0002
H  2.5248  -2.1992  3.9877  0.0000
H  -4.2749  -3.5143  -1.4187  -0.0001
B  0.2337  -0.3815  -3.6145  -0.0470
C  -1.8242  1.8130  0.4768  0.0697
C  0.0432  0.4975  5.1871  -0.0006
H  -0.5625  4.1698  -0.3057  -0.0006
C  -3.9684  -2.9393  -0.5480  0.0005
C  -2.0924  -2.3547  1.0250  0.0224
C  2.4961  1.9683  0.6811  0.0029
H  -2.0554  4.5619  0.5612  0.0002
H  -2.3816  3.6203  -3.6003  0.0002
H  5.0907  1.3021  0.0356  0.0001
C  -1.7145  -2.6677  -1.5048  -0.0026
H  -2.3133  -1.2778  0.9851  0.0011
C  3.0700  0.5815  0.3782  0.0186
O  0.2130  -0.5707  1.1926  -0.0084
C  2.7491  0.1927  -1.0342  0.0052
C  -1.1424  1.8455  -4.0803  0.0030
N  -0.9190  -1.5714  -1.7000  -0.0416
H  -2.2352  2.1394  1.4347  0.0177
H  -4.2396  -1.8953  -0.7184  0.0000
H  -3.2844  2.8286  -0.7281  -0.0019
C  2.8163  -0.1822  -3.2179  0.0458
H  -0.6794  0.5318  3.1712  -0.0011
H  2.6338  2.2174  1.7319  0.0004
C  1.8352  -1.0312  5.6569  -0.0002
C  -1.6513  4.1839  -0.3761  -0.0006
C  -1.6931  2.2737  -1.9851  0.0084
H  0.3967  -0.5046  -4.7796  0.0003
C  -1.0602  -2.6290  -3.6249  0.0053
H  4.6798  0.2167  -2.0977  0.0013
H  2.9997  2.7297  0.0848  0.0007
C  0.9778  -1.3346  2.0426  0.0072
C  0.0361  0.1009  3.8589  -0.0018
H  -2.2326  -4.1294  -0.1270  -0.0003
C  0.9393  -0.8652  3.4357  -0.0012
C  1.8376  -1.4398  4.3342  0.0009
H  2.6162  -0.1617  1.0328  -0.0116
H  -2.2447  0.7990  0.3263  -0.0164
N  -0.9463  1.1586  -2.0212  -0.0204
N  1.4867  -0.0469  -1.4822  -0.0010
C  -2.4620  -3.0684  -0.2661  -0.0028
H  1.4240  2.0349  0.4586  -0.0012
H  -0.9011  -2.7899  -4.6781  -0.0001
C  3.6130  0.0931  -2.1132  0.0101
H  4.7744  0.7725  1.6806  0.0001
H  3.0721  -0.3050  -4.2570  -0.0004
N  -0.6107  0.8987  -3.3092  -0.0070

# 2
DFT (ωB97M-V/def2-TZVPD) results for C25H32BrCl2N7O9STi as an isolated structure.

Summary:
Kohn-Sham gap = 7.433 eV
Charge = 0
E_HOMO = -0.281 Ha
LUMO energy = -0.0083 Eh
M = 805.315 g mol⁻¹

Last column: Mulliken charge in e.
Cartesian coordinates (Å):
H  -3.5180  0.1806  2.1543  0.2954
C  0.5466  3.0695  0.6330  0.4989
C  -1.9525  -4.4882  -0.1663  0.1962
H  -4.4414  0.7687  -3.3958  0.4266
Ti  0.1010  -1.2451  -0.9385  -0.6697
Cl  -0.4696  -4.7046  0.8093  -0.1277
C  1.4401  -1.1519  2.2386  -0.7246
H  -4.9433  1.3877  -5.7225  0.3983
C  -2.3312  0.6491  -3.6873  0.0081
O  1.4760  -1.5995  -2.4429  -0.2400
S  2.3000  -3.1059  -0.0636  1.6123
H  3.2212  2.8524  1.8749  0.1694
H  3.3712  -1.5950  2.5329  0.3560
H  2.0600  6.0687  5.4171  0.3724
C  -1.5814  1.1176  -5.9262  -0.7907
H  -1.8118  -0.2041  0.4851  0.1653
C  2.2390  -4.1761  -1.5154  -0.9927
C  -1.2857  0.7744  -4.6063  0.4657
C  2.9633  3.5668  2.6357  -0.1926
H  1.3146  -3.9800  -2.0460  0.1964
C  -3.6366  0.8705  -4.1088  -0.4534
C  3.2765  -0.0076  -2.6626  -1.7420
C  3.6090  4.8743  4.5444  -0.4143
H  -1.2669  -1.5978  4.5226  0.3643
C  -0.9808  -1.1974  1.9124  -0.2914
N  -1.9556  1.6009  -1.4803  -0.1140
H  -1.6134  3.0158  0.5498  0.3037
N  2.4472  -1.8903  2.8232  -0.5254
H  0.3445  5.3405  3.8336  0.3623
H  -2.0917  -3.0348  3.8616  0.2761
N  -0.9232  -0.6231  0.7424  0.5435
H  2.2912  -5.1936  -1.1497  0.4061
H  4.0857  0.0361  -1.9386  0.3115
C  2.3174  5.3662  4.6390  -0.5687
C  -1.7823  -3.0994  -0.8435  0.3735
H  -3.0943  1.6011  -7.3499  0.3964
N  0.1605  -1.6465  2.5307  0.0914
O  -0.7815  -3.0068  -1.5934  -0.5445
C  -3.3995  -0.9065  2.0834  -1.0465
C  0.5749  3.6164  1.8643  -0.6421
H  -3.4987  -1.2264  1.0450  0.3715
H  -0.4058  3.7490  2.3134  0.2211
H  2.3707  -2.8967  2.7007  0.3216
C  1.3506  4.9531  3.7470  -0.5682
C  2.0600  -0.5768  -2.0012  1.0413
O  2.5033  -3.9837  1.0729  -0.8003
H  3.0472  1.0082  -2.9844  0.3119
H  0.0383  0.2316  -3.3635  0.1147
H  3.0933  -3.9369  -2.1337  0.3967
H  -2.7810  1.8805  -0.9453  0.3599
H  -2.0162  -5.3102  -0.8825  0.4450
H  4.3596  5.1842  5.2559  0.3770
C  -2.0736  0.3272  -2.2229  -0.2674
C  1.6569  4.0491  2.7225  0.8601
H  -4.1978  -1.3818  2.6477  0.3881
O  -0.9655  -0.4267  -1.9792  0.2297
C  -2.1176  -1.9438  3.9376  -1.0905
H  0.1308  -2.5152  3.0461  0.3888
N  1.5338  -0.0242  1.6735  -0.2034
O  3.3153  -2.0990  -0.2462  -0.7548
N  -2.1209  -1.3216  2.6302  0.4088
C  3.9247  3.9763  3.5389  -0.8057
H  3.5597  -0.6203  -3.5115  0.4042
O  -2.5866  -2.2124  -0.5739  -0.6321
Br  2.0427  2.8348  -0.4876  -0.1316
N  -0.7667  1.9038  -0.9764  0.1197
H  -3.0243  -1.6631  4.4659  0.4169
O  0.9566  -2.4393  0.0732  -0.0147
H  -0.7608  1.2077  -6.6201  0.4472
C  -3.9222  1.2144  -5.4156  -0.8633
O  1.5190  0.0085  -1.0214  0.5927
H  2.4923  0.2695  1.5190  0.1386
H  -2.9703  -0.1944  -1.8243  0.5005
O  0.0072  0.5811  -4.2738  -0.6961
Cl  -3.3774  -4.4919  0.8429  -0.1703
C  -0.6979  2.6636  0.0467  -0.3675
H  4.9289  3.5884  3.4628  0.3880
C  -2.8838  1.3309  -6.3264  -0.3873

# 3
DFT (ωB97M-V/def2-TZVPD) results for C25H32BrN3O3ReS4 as an isolated structure.

Summary:
Kohn-Sham gap (alpha / beta) = 6.916 / 5.852 eV
Charge = +2
E_HOMO (alpha / beta) = -0.480 / -0.483 Ha
ΔE to the lowest compared entry with this formula, charge and spin = 0.8839 eV
LUMO energy (alpha / beta) = -0.2253 / -0.2684 Eh
Expectation value of S² = 3.8003
M = 816.928 g mol⁻¹
Multiplicity = 4

Last column: Mulliken spin population.
Cartesian coordinates (Å):
C  2.7391  0.1086  -3.0218  -0.0066
C  -4.6828  -1.4324  1.0222  -0.0023
H  -2.0972  1.6634  -5.7563  0.0007
N  -1.0122  -6.4064  1.8380  -0.0018
H  -0.7206  2.5743  -5.1033  0.0013
C  1.6921  5.3626  2.6590  -0.0189
Br  0.6708  -5.3210  5.4251  -0.0001
H  -2.7642  3.6630  -3.5460  0.0017
C  2.6982  -2.6051  -1.1665  0.0047
C  -0.6393  -2.8278  0.8848  0.0007
C  -0.0282  -5.2658  3.6644  -0.0022
H  2.9880  0.6064  -3.9613  0.0015
O  -1.1779  -2.7438  -0.2327  -0.0228
C  -1.0535  -5.2945  1.1378  0.0060
C  0.8149  6.3541  2.2328  0.0486
H  -1.4605  -5.3458  0.1378  0.0008
H  -3.8973  0.7402  2.7133  0.0004
S  -2.9963  -1.2278  1.6689  0.0187
H  3.5101  -2.1400  -1.7191  -0.0003
C  0.0558  1.2939  0.4891  -0.1241
C  0.4220  3.7163  1.4377  -0.0209
H  -1.2944  4.4606  0.3834  0.0003
H  2.1752  3.2759  2.6008  -0.0017
C  2.8547  -2.3946  0.3283  -0.0015
O  -0.0792  -1.8085  1.3946  -0.0086
C  -0.2637  6.0302  1.4177  -0.0216
C  1.7365  -0.9949  -3.3104  0.0073
H  -4.0714  -0.7058  3.7481  0.0000
H  0.9745  7.3781  2.5297  0.0021
H  2.5303  5.6241  3.2862  -0.0001
N  -2.0049  1.7113  -3.6792  0.0364
H  -0.7223  0.7958  -5.0505  -0.0017
C  -1.5312  1.0507  -2.6910  0.1312
O  -2.4171  -0.2295  0.6794  0.0037
C  -0.0593  -4.0792  2.9489  0.0064
C  -3.4155  -0.1611  3.0774  0.0007
C  1.5014  4.0527  2.2722  0.0505
H  4.2009  2.0758  -1.0304  0.0030
S  2.0699  1.3731  -1.8735  0.0366
C  -0.4658  4.7264  1.0215  0.0507
C  -3.1159  2.6294  -3.5180  0.0069
H  -3.6136  2.4421  -2.5693  -0.0020
Re  -0.4198  -0.5224  -0.2104  2.6063
H  4.6304  0.5183  0.7927  0.0039
H  0.8270  -0.5800  -3.7450  0.0029
H  2.1670  -1.7081  -4.0144  -0.0011
H  -3.8229  2.4789  -4.3342  0.0016
N  -1.0728  0.4120  -1.8282  -0.1501
H  0.3168  -3.1609  3.3761  0.0006
H  2.8767  2.1313  0.1607  -0.0037
S  1.1221  -1.9763  -1.8825  0.0054
C  0.2272  2.4076  0.9721  0.2490
H  -4.6354  -2.0220  0.1102  0.0003
H  3.8567  -2.6994  0.6321  0.0018
H  -5.2716  -1.9610  1.7646  -0.0008
H  -2.4960  0.0973  3.5950  0.0003
H  -0.5492  -7.3724  3.5717  0.0001
H  -5.1138  -0.4586  0.8137  0.0007
H  -0.9386  6.8061  1.0882  -0.0005
S  2.5734  -0.6893  0.9292  0.0722
C  -0.5939  -4.0892  1.6639  0.0079
C  -1.3427  1.6861  -4.9701  0.0072
H  2.1346  -2.9881  0.8910  0.0024
C  3.3709  1.5186  -0.5924  0.0031
C  3.8876  0.2426  0.0418  0.0042
H  3.6628  -0.2783  -2.6044  0.0005
C  -0.5326  -6.4217  3.0588  0.0038
H  4.3724  -0.4210  -0.6699  -0.0007
H  2.7132  -3.6753  -1.3797  -0.0008